Entry from the OMol25 dataset: an isolated ion of composition C2H5N2O and charge +1 in a non-equilibrium geometry (the ωB97M-V functional and the def2-TZVPD basis).

Summary:
HOMO energy: -17.72 eV
2S+1: 1
net charge: +1
relative energy (zero: lowest compared OMol25 entry of this formula, charge and spin): 6.449 eV
lowest unoccupied orbital energy: -7.99 eV

Each atom is followed by the atoms it is bonded to, with distances in Å.
Element x y z (Å)
1 C 1.053 0.600 0.022  C2 1.544, H6 1.162, H7 1.011, H8 1.014
2 C 0.313 -0.751 -0.069  C1 1.544, N3 1.363, H9 1.048, H10 1.114
3 N -1.019 -0.574 -0.296  C2 1.363, N4 1.142
4 N -1.909 0.054 0.048  N3 1.142, O5 1.332
5 O -3.209 0.326 0.153  N4 1.332
6 H 0.414 1.438 0.512  C1 1.162
7 H 1.881 0.535 0.599  C1 1.011
8 H 1.282 0.909 -0.916  C1 1.014
9 H 0.557 -1.149 0.869  C2 1.048
10 H 0.638 -1.388 -0.922  C2 1.114

Atomic partial charges in e from the natural (NBO) method, atoms 1 to 6: C -0.568; C -0.313; N 0.169; N 0.541; O -0.125; H 0.229